Molecular formula: C3H5NO2
Method: DFT, wB97M-V/def2-TZVPD

Values from the calculation:
frontier orbital gap = 10.8 eV
maximum force = 0.0138 Eh/bohr
SMILES = NC(=O)[C@H]1CO1
HOMO energy = -9.89 eV

Atoms and positions in Å:
C (-0.8702, -0.2135, 0.2592)
H (-2.3273, 1.0882, 0.5936)
H (0.8064, -1.6193, 0.4957)
O (1.6336, 0.3491, 0.3204)
H (2.1054, -0.7230, -1.4656)
C (1.3352, -0.1067, -0.9981)
H (-1.1780, 1.2105, 1.8520)
C (0.5994, -0.5953, 0.1746)
H (0.8683, 0.6153, -1.6692)
O (-1.5687, -0.8635, -0.4965)
N (-1.4040, 0.8583, 0.9340)

Cartesian forces, eV/Å:
-0.221 -0.110 -0.664
-0.013 -0.206 0.272
-0.048 0.305 0.120
0.084 0.226 0.260
-0.209 0.032 0.224
0.038 0.049 -0.153
0.562 -0.198 -0.317
-0.128 -0.081 0.053
0.031 -0.049 0.272
-0.253 0.042 0.138
0.157 -0.012 -0.204

---

Molecular formula: C3H5NO2
Method: DFT, wB97M-V/def2-TZVPD

Values from the calculation:
frontier orbital gap = 11.2 eV
maximum force = 0.0222 Eh/bohr
SMILES = [H]/N=C(/C)OC=O
HOMO energy = -10.34 eV

Atoms and positions in Å:
N (1.0461, -0.1060, -1.1958)
H (2.2358, -0.5065, 1.2883)
H (0.9069, 0.5467, 1.8631)
O (-0.9405, -0.1132, 0.2096)
C (0.5124, -0.1742, -0.0638)
C (1.1514, -0.3462, 1.2809)
H (-2.8146, 0.4552, -0.5315)
H (0.3214, 0.0837, -1.8793)
H (0.6416, -1.1935, 1.7395)
C (-1.7255, 0.4439, -0.7506)
O (-1.3271, 0.9125, -1.7859)

Cartesian forces, eV/Å:
-0.296 -0.106 1.086
-0.421 0.083 -0.418
0.084 -0.139 0.084
0.193 0.475 -1.018
-0.032 -0.057 -0.018
-0.241 -0.024 -0.075
0.610 -0.315 0.529
0.253 -0.049 -0.372
0.157 0.012 0.265
0.185 0.159 -0.330
-0.493 -0.039 0.266

---

no.,energy (hartree)
1,-322.507658
2,-322.536211